# 1
{
  "formula": "C4H14NO",
  "method": "ωB97M-V with the def2-TZVPD basis set",
  "fmax_ha_per_bohr": 0.100,
  "homo_energy_ev": -14.87,
  "e_tot_ev": -7897.2693,
  "total_charge": 1,
  "de_lowest_ev": 9.685,
  "elements": ["C", "C", "N", "C", "C", "H", "H", "H", "H", "H", "H", "H", "H", "H", "H", "H", "H", "H", "H", "O"],
  "xyz": [[0.4895, -2.7982, 0.2223], [0.8261, -2.3596, -1.3069], [-0.2145, 1.7897, -0.9783], [-0.3771, 2.6423, 0.2377], [-1.4415, 2.0428, 1.1522], [-0.6643, -3.1082, 0.2810], [1.0784, -3.6976, 0.5779], [0.8288, -1.9881, 0.9407], [1.9612, -2.5884, -1.4660], [0.4640, -1.3315, -1.3866], [0.2581, -2.9827, -2.1363], [0.2919, 0.8105, -0.7394], [0.5406, 2.6160, 0.7951], [-0.5796, 3.6607, -0.0962], [-1.7077, 2.7645, 1.9742], [-1.0869, 1.0171, 1.4954], [-2.4745, 1.8440, 0.4923], [-1.0351, 1.6210, -1.5132], [1.8497, 0.0416, 0.8784], [0.9929, 0.0041, 0.5758]],
  "atomic_forces_ev_per_a": [[-1.555, -1.655, -2.298], [0.391, -2.517, 0.640], [1.631, -1.482, 3.538], [0.835, -0.394, -2.029], [-3.481, -1.675, -0.896], [2.545, 1.229, 0.399], [-0.448, 0.982, -0.444], [-0.452, 0.366, -0.117], [-2.088, 1.158, 0.023], [0.687, -0.179, -0.447], [0.982, 1.017, 1.974], [0.241, 1.919, -0.340], [0.701, -0.029, 0.020], [-0.472, -0.033, 0.011], [0.473, -0.777, -0.786], [-0.476, 1.556, -0.156], [2.607, 0.597, 1.887], [-1.244, 0.260, -0.673], [3.971, 0.711, 1.094], [-4.848, -1.052, -1.401]],
  "mulliken_charge": [-0.640, -0.443, -0.187, -0.280, -0.785, 0.260, 0.334, 0.204, 0.256, -0.041, 0.321, 0.337, 0.265, 0.359, 0.313, 0.256, 0.291, 0.326, 0.266, -0.412]
}

***

# 2
{
  "formula": "C4H14NO2",
  "method": "ωB97M-V with the def2-TZVPD basis set",
  "fmax_ha_per_bohr": 0.079,
  "homo_energy_ev": -15.33,
  "e_tot_ev": -9953.7829,
  "total_charge": 1,
  "de_lowest_ev": 0.978,
  "elements": ["C", "N", "C", "C", "C", "H", "H", "H", "H", "H", "H", "H", "H", "H", "H", "H", "H", "O", "H", "H", "O"],
  "xyz": [[-1.0015, 0.6495, 0.2674], [0.2890, -0.0287, 0.6143], [0.9361, 0.1322, -0.8447], [-0.1931, -0.0384, -1.8851], [-1.5335, 0.1540, -1.0322], [-1.6897, 0.5361, 1.0748], [-0.8974, 1.7278, 0.2047], [0.1440, -1.0285, 0.8753], [0.7559, 0.5290, 1.3433], [1.7819, -0.6047, -1.0371], [1.1630, 1.1415, -0.8334], [-0.2112, 0.7269, -2.6256], [-0.2047, -1.0163, -2.4346], [-1.9610, -0.8647, -0.8056], [-2.3067, 0.6663, -1.5485], [0.5659, -3.7234, 0.7324], [-0.5393, -3.5712, 1.9273], [-0.1520, -3.1878, 1.1106], [1.9973, 3.0350, 1.0558], [1.6375, 2.4021, 2.3931], [1.4196, 2.3633, 1.4477]],
  "atomic_forces_ev_per_a": [[-1.444, 1.346, 1.035], [-0.628, -0.081, -2.758], [0.011, -2.979, 0.084], [-1.626, -1.370, 0.966], [1.620, -3.700, -0.047], [-0.531, -0.416, 0.664], [0.943, 0.144, 0.163], [0.098, 0.513, -0.111], [0.285, -0.253, -0.617], [-0.916, 1.324, 0.692], [1.300, 1.742, 0.044], [0.602, 0.678, -0.489], [0.193, 0.845, 0.742], [0.346, 0.776, -0.512], [-0.400, 1.010, -0.042], [-0.592, -0.141, 0.722], [0.796, -0.072, -0.970], [-0.145, 0.528, 0.200], [-0.169, -0.186, -0.007], [-0.100, 0.120, -0.257], [0.353, 0.174, 0.498]],
  "mulliken_charge": [-0.769, -0.049, -0.490, -0.480, -0.487, 0.540, 0.281, 0.330, 0.267, 0.356, 0.297, 0.346, 0.258, 0.244, 0.398, 0.319, 0.321, -0.666, 0.305, 0.300, -0.622]
}